Molecular formula: C64H160BF4N8O12P
Method: DFT, the ωB97M-V functional and the def2-TZVPD basis

Atoms and positions in Å:
1 P 19.02 -11.94 -9.99
2 F 24.81 -10.14 -8.48
3 F 26.32 -11.60 -9.26
4 F 26.59 -9.42 -9.72
5 F 27.00 -9.89 -7.75
6 O 14.42 -9.28 -14.38
7 O 19.06 -13.25 -10.85
8 O 19.65 -5.99 -12.76
9 O 20.52 -15.16 -5.33
10 O 17.71 -17.46 -9.08
11 O 24.32 -16.40 -7.85
12 O 13.99 -11.55 -7.53
13 O 20.55 -11.45 -9.84
14 O 21.77 -11.41 -15.10
15 O 18.36 -12.29 -8.67
16 O 18.19 -10.78 -10.70
17 O 19.34 -19.30 -12.95
18 N 15.98 -15.04 -9.81
19 N 18.73 -11.73 -14.52
20 N 21.74 -20.73 -13.81
21 N 11.86 -10.85 -15.02
22 N 21.88 -7.60 -11.03
23 N 15.37 -9.12 -8.97
24 N 20.66 -12.09 -5.95
25 N 23.09 -14.73 -10.51
26 C 23.19 -12.52 -11.96
27 C 23.03 -11.49 -5.06
28 C 16.95 -7.68 -7.40
29 C 23.76 -16.86 -9.07
30 C 18.84 -10.28 -16.82
31 C 21.08 -10.59 -14.18
32 C 21.48 -14.62 -6.21
33 C 21.15 -13.28 -6.86
34 C 21.28 -16.25 -11.78
35 C 12.04 -13.20 -16.10
36 C 17.91 -18.69 -8.41
37 C 15.70 -13.53 -10.09
38 C 16.29 -15.74 -11.17
39 C 13.92 -9.28 -9.43
40 C 23.96 -6.23 -11.56
41 C 13.08 -11.21 -14.04
42 C 21.59 -11.87 -4.74
43 C 11.09 -12.12 -15.44
44 C 22.45 -19.54 -13.22
45 C 20.60 -21.35 -12.93
46 C 20.58 -10.81 -6.75
47 C 19.39 -6.92 -11.75
48 C 19.02 -13.04 -15.29
49 C 13.92 -14.89 -8.11
50 C 21.13 -20.31 -15.17
51 C 18.21 -10.59 -15.46
52 C 22.67 -10.71 -16.01
53 C 19.71 -20.34 -12.17
54 C 21.72 -7.05 -9.59
55 C 19.01 -14.30 -14.47
56 C 10.01 -10.32 -13.36
57 C 12.38 -10.19 -16.31
58 C 23.97 -21.61 -14.93
59 C 20.95 -16.44 -4.91
60 C 15.50 -7.98 -7.86
61 C 13.31 -8.03 -10.15
62 C 23.61 -13.99 -11.76
63 C 16.18 -8.61 -10.25
64 C 17.25 -16.46 -8.14
65 C 23.31 -13.75 -9.32
66 C 15.40 -8.36 -14.01
67 C 23.22 -19.74 -11.89
68 C 13.86 -10.12 -13.34
69 C 14.70 -15.69 -9.18
70 C 17.15 -15.16 -8.81
71 C 21.56 -15.12 -10.77
72 C 19.23 -12.51 -5.35
73 C 22.52 -6.39 -11.78
74 C 22.67 -22.02 -14.14
75 C 14.51 -13.17 -11.07
76 C 22.75 -8.91 -11.09
77 C 20.48 -8.01 -11.63
78 C 11.03 -9.73 -14.41
79 C 19.88 -11.30 -13.54
80 C 15.37 -11.06 -7.29
81 C 21.40 -8.19 -8.59
82 C 18.53 -18.32 -12.35
83 C 18.28 -11.31 -4.85
84 C 24.51 -17.40 -6.86
85 C 13.28 -11.90 -6.33
86 C 16.01 -10.46 -8.53
87 C 19.20 -6.35 -14.04
88 C 17.50 -11.99 -13.62
89 C 23.96 -15.99 -10.35
90 B 26.13 -10.33 -8.80
91 H 12.23 -8.18 -10.10
92 H 15.99 -15.19 -12.07
93 H 22.72 -17.15 -8.98
94 H 19.94 -12.79 -15.82
95 H 14.60 -10.61 -12.71
96 H 18.76 -18.09 -11.31
97 H 24.54 -22.54 -14.94
98 H 20.04 -21.99 -13.61
99 H 21.07 -6.18 -9.73
100 H 23.21 -11.32 -16.74
101 H 19.86 -10.81 -7.56
102 H 11.59 -10.00 -17.04
103 H 20.15 -12.27 -13.12
104 H 15.94 -7.56 -10.44
105 H 24.42 -6.02 -10.60
106 H 10.39 -9.30 -15.18
107 H 19.35 -13.24 -4.55
108 H 17.19 -8.69 -9.85
109 H 13.65 -7.79 -11.16
110 H 23.33 -11.29 -6.09
111 H 23.48 -10.15 -15.53
112 H 13.98 -12.41 -5.68
113 H 13.36 -9.43 -12.66
114 H 14.94 -7.58 -13.40
115 H 23.73 -18.81 -11.66
116 H 18.79 -10.74 -4.07
117 H 12.46 -12.60 -6.48
118 H 24.47 -5.51 -12.21
119 H 17.93 -10.58 -5.58
120 H 23.04 -9.09 -12.13
121 H 13.45 -14.03 -8.59
122 H 22.23 -9.98 -16.69
123 H 22.73 -6.77 -9.28
124 H 19.23 -6.41 -10.79
125 H 16.79 -12.60 -14.18
126 H 12.32 -12.71 -17.04
127 H 20.13 -20.18 -11.17
128 H 25.13 -18.29 -7.01
129 H 14.10 -15.84 -10.08
130 H 17.37 -11.68 -4.37
131 H 9.27 -10.89 -13.93
132 H 20.05 -6.03 -14.63
133 H 23.14 -14.35 -8.43
134 H 12.76 -11.14 -5.74
135 H 20.28 -16.01 -12.15
136 H 19.43 -15.06 -15.13
137 H 23.71 -11.81 -11.31
138 H 18.28 -5.83 -14.32
139 H 14.86 -16.72 -8.87
140 H 22.44 -14.48 -5.72
141 H 21.71 -10.26 -13.36
142 H 18.94 -18.75 -8.08
143 H 18.09 -14.64 -13.99
144 H 15.08 -7.06 -8.27
145 H 17.51 -18.65 -12.16
146 H 20.63 -8.50 -12.60
147 H 23.54 -17.85 -6.64
148 H 13.10 -10.78 -16.88
149 H 19.42 -10.67 -12.78
150 H 12.90 -13.52 -15.52
151 H 23.66 -12.34 -4.81
152 H 22.48 -13.06 -9.48
153 H 21.14 -10.96 -4.33
154 H 19.81 -9.82 -16.65
155 H 24.11 -20.35 -12.06
156 H 24.92 -15.49 -10.28
157 H 16.04 -8.88 -13.29
158 H 21.10 -21.90 -12.14
159 H 15.87 -16.74 -11.22
160 H 21.89 -16.25 -4.39
161 H 11.46 -14.13 -16.18
162 H 21.89 -16.29 -12.68
163 H 14.99 -12.72 -11.94
164 H 18.82 -7.35 -14.24
165 H 20.03 -8.84 -11.09
166 H 23.45 -12.14 -12.95
167 H 22.15 -22.87 -14.59
168 H 22.33 -6.56 -12.84
169 H 18.33 -9.66 -14.90
170 H 21.81 -15.34 -6.96
171 H 18.73 -20.81 -12.08
172 H 21.10 -14.18 -11.08
173 H 23.23 -14.66 -12.55
174 H 12.50 -11.90 -13.42
175 H 21.42 -12.74 -4.11
176 H 17.92 -19.61 -9.00
177 H 14.51 -14.57 -7.25
178 H 23.61 -8.73 -10.45
179 H 21.33 -7.78 -7.58
180 H 16.05 -11.87 -7.01
181 H 13.85 -13.94 -11.47
182 H 22.13 -9.00 -8.53
183 H 20.40 -13.31 -7.65
184 H 21.50 -10.65 -7.32
185 H 10.57 -12.53 -14.58
186 H 18.21 -9.62 -17.42
187 H 13.79 -10.11 -10.13
188 H 24.69 -14.02 -11.88
189 H 17.38 -15.67 -11.10
190 H 24.28 -13.24 -9.33
191 H 17.58 -7.15 -8.11
192 H 17.63 -12.57 -12.70
193 H 20.81 -9.60 -14.54
194 H 18.58 -17.45 -13.00
195 H 17.11 -18.92 -7.70
196 H 17.42 -8.53 -6.91
197 H 15.42 -10.32 -6.49
198 H 12.87 -9.25 -16.08
199 H 20.82 -21.20 -15.72
200 H 23.91 -16.44 -11.35
201 H 20.46 -19.45 -15.08
202 H 24.89 -16.74 -6.09
203 H 17.07 -14.48 -7.96
204 H 13.42 -7.16 -9.51
205 H 24.20 -17.85 -9.19
206 H 22.91 -22.43 -13.16
207 H 23.84 -21.37 -15.99
208 H 13.68 -11.82 -14.72
209 H 18.87 -13.29 -6.02
210 H 15.91 -11.01 -9.47
211 H 16.97 -11.06 -13.39
212 H 10.40 -11.03 -12.62
213 H 21.73 -18.72 -13.10
214 H 22.63 -20.16 -11.08
215 H 22.05 -19.98 -15.65
216 H 18.35 -13.11 -16.15
217 H 9.44 -9.49 -12.94
218 H 17.07 -10.27 -8.36
219 H 24.52 -20.77 -14.53
220 H 23.41 -10.64 -4.49
221 H 21.30 -17.22 -11.29
222 H 18.92 -11.16 -17.45
223 H 20.28 -10.04 -6.05
224 H 14.83 -8.33 -7.07
225 H 11.65 -8.92 -14.03
226 H 24.47 -7.16 -11.82
227 H 16.32 -16.77 -7.66
228 H 20.22 -16.86 -4.22
229 H 16.03 -9.33 -11.06
230 H 21.01 -16.98 -5.85
231 H 22.18 -9.76 -10.70
232 H 18.12 -14.95 -9.26
233 H 13.27 -9.59 -8.61
234 H 22.11 -12.38 -11.90
235 H 23.17 -19.08 -13.89
236 H 17.16 -10.80 -15.65
237 H 16.66 -13.15 -10.44
238 H 18.40 -7.31 -11.95
239 H 21.26 -15.37 -9.75
240 H 22.10 -12.87 -7.21
241 H 15.81 -7.95 -14.93
242 H 16.88 -6.90 -6.64
243 H 13.19 -15.54 -7.64
244 H 10.37 -11.80 -16.19
245 H 15.56 -13.12 -9.09
246 H 17.97 -16.28 -7.34
247 H 13.92 -12.38 -10.60
248 H 19.74 -14.34 -13.66
249 H 20.43 -8.60 -8.84
250 H 22.06 -5.48 -11.40

Calculated values
Net charge = +4
HOMO energy = -0.4850 Ha
Electronic energy = -126250.05700 eV
Maximum force = 0.0680 hartree/bohr

Here are the Löwdin charges for atoms 1 to 8, given in e: 0.003 0.106 0.135 0.103 0.065 -0.216 -0.459 -0.175